Entry 1:
Computed, not measured: C14H33Cl8FNbO3S as an isolated structure at a distorted geometry, with ωB97M-V/def2-TZVPD.

Output
- calculated total energy (eV) = -136472.56312
- charge = -1
- LUMO level (eV) = 2.0053
- spin multiplicity = 1
- energy relative to the best compared isomer or geometry (same formula, charge and spin) (kcal/mol) = 0.0
- frontier orbital gap (hartree) = 0.255

Structure (XYZ):
```
61
Properties=species:S:1:pos:R:3:mulliken_charge:R:1
C 5.96914 0.83679 -0.87605 -0.95
C 6.13668 -0.36683 -1.82738 -0.46
C 4.85978 -0.74537 -2.61241 -0.02
F 5.22140 -1.81090 -3.46680 -0.40
Nb 3.04836 -1.36380 -1.29055 -0.94
C 1.69898 -0.89321 -3.07492 -1.26
C 1.32146 0.63674 -3.06604 -0.16
C -0.11367 0.99999 -2.58976 -0.81
S -0.76829 0.12115 -1.13595 1.07
O -0.90180 -1.33210 -1.31461 -0.42
O -2.11332 0.70701 -0.86683 -0.67
O 0.10518 0.45257 0.22054 -0.49
H 5.67605 1.72511 -1.45083 0.26
H 6.94379 1.02443 -0.39885 0.34
H 5.26578 0.63650 -0.06052 0.21
H 6.54861 -1.26023 -1.34515 0.27
H 6.89803 -0.06529 -2.57936 0.31
H 4.48507 0.10110 -3.22524 0.21
H 3.19219 -3.06523 -1.91022 -0.02
H 4.20859 -1.85677 0.03864 -0.06
H 2.94060 0.32296 -0.60648 0.05
H 1.67934 -1.94071 -0.23295 0.47
H 0.83666 -1.56006 -3.20772 0.34
H 2.33775 -1.03767 -3.96680 0.36
H 1.36206 0.97928 -4.11788 0.35
H 2.09685 1.21717 -2.55170 0.30
H -0.87724 0.91348 -3.36687 0.39
H -0.09730 2.06206 -2.29960 0.37
H -0.26764 1.29552 0.50684 0.31
Cl -2.88416 2.69003 1.92750 -0.21
C -3.59203 1.06256 1.81278 -0.03
C -4.87756 0.91520 2.58996 -0.45
Cl -4.61629 0.98668 4.35446 -0.22
H -2.81957 0.36343 2.13985 -0.16
H -3.77514 0.88459 0.75397 0.37
H -5.32514 -0.05468 2.37566 0.32
H -5.59513 1.68997 2.32691 0.37
Cl -3.81325 7.30472 3.42890 -0.19
C -3.34957 5.83892 4.33174 -0.31
C -2.78368 6.16477 5.69278 -0.42
Cl -1.19470 6.96527 5.58846 -0.19
H -2.63898 5.28064 3.72711 0.20
H -4.25019 5.23659 4.44192 0.28
H -2.63880 5.24532 6.25840 0.30
H -3.45040 6.81365 6.25665 0.32
Cl -1.07413 -5.46988 -1.70113 -0.21
C -1.91917 -3.94540 -2.08452 0.32
C -2.75000 -4.05415 -3.34027 -0.49
Cl -1.74527 -4.21267 -4.80348 -0.20
H -1.17198 -3.15711 -2.16487 -0.25
H -2.56469 -3.71832 -1.23625 0.25
H -3.34739 -3.15161 -3.46242 0.31
H -3.42214 -4.90895 -3.30084 0.38
Cl -2.17155 -1.79189 2.05457 -0.22
C -0.57116 -2.35215 1.48265 0.31
C 0.14994 -3.16787 2.52682 -0.39
Cl 0.65647 -2.18012 3.92190 -0.23
H 0.00589 -1.47860 1.18668 -0.13
H -0.74567 -2.95757 0.59634 -0.03
H 1.05351 -3.59460 2.09419 0.33
H -0.47113 -3.98043 2.89905 0.35
```

Entry 2:
Computed, not measured: a 3-piece molecular cluster, C14H33N4O5 overall at a distorted geometry, with ωB97M-V/def2-TZVPD.

Output
- calculated total energy (eV) = -31246.46750
- charge = -1
- LUMO level (eV) = 2.7693
- spin multiplicity = 1
- energy relative to the best compared isomer or geometry (same formula, charge and spin) (kcal/mol) = 90.8
- frontier orbital gap (hartree) = 0.182

Structure (XYZ):
```
56
Properties=species:S:1:pos:R:3:mulliken_charge:R:1
C -3.14133 1.85880 -2.01128 -0.72
N -2.77566 0.49452 -1.75770 -0.73
N -1.24531 0.46128 -1.78106 -0.24
C -0.91870 0.90131 -0.69071 0.64
O -0.59262 1.49821 0.28322 -0.61
H -4.23545 1.89871 -2.00741 0.32
H -2.80619 2.60659 -1.25101 0.15
H -2.79040 2.25492 -2.99259 0.27
C 2.09488 -0.26437 -3.60580 -0.66
O 2.22568 1.13068 -3.42716 -0.39
C 1.98534 1.56343 -2.09205 -0.78
C 3.25018 2.10201 -1.46003 -0.10
N 4.22357 1.04287 -1.21846 -0.31
C 5.55267 1.50140 -0.84018 -0.74
C 6.32425 2.38539 -1.81506 -0.45
O 6.75269 1.72616 -2.99266 -0.43
C 5.77911 1.63138 -4.01732 -0.55
H 2.11000 -0.45746 -4.67850 0.23
H 2.92146 -0.82076 -3.14319 0.28
H 1.14547 -0.62290 -3.19826 0.32
H 1.55268 0.76032 -1.49344 0.27
H 1.24785 2.36717 -2.14153 0.38
H 2.99376 2.57186 -0.50582 0.41
H 3.64108 2.88414 -2.12651 0.14
H 4.29572 0.46466 -2.04586 0.10
H 6.16259 0.61338 -0.65155 0.38
H 5.47125 2.03696 0.11243 0.40
H 7.23985 2.70592 -1.30945 0.35
H 5.77180 3.29696 -2.07290 0.34
H 5.12042 2.50320 -4.03248 0.28
H 5.17291 0.72732 -3.92086 0.19
H 6.31090 1.57832 -4.96817 0.28
C -3.57579 -4.75586 3.30123 -0.70
O -2.69470 -3.81434 3.87124 -0.35
C -1.69666 -3.32323 2.97730 -0.79
C -1.93885 -1.88040 2.59416 -0.15
N -3.10600 -1.74347 1.74143 -0.25
C -3.51811 -0.36325 1.47676 0.16
C -3.92355 0.49935 2.66349 -0.62
O -5.14504 0.12569 3.29635 -0.44
C -5.03566 -0.91535 4.23931 -0.53
H -4.15832 -5.19052 4.11354 0.24
H -4.26780 -4.29668 2.58714 0.29
H -3.02908 -5.55785 2.79430 0.34
H -1.63907 -3.95336 2.08451 0.41
H -0.73873 -3.39122 3.50156 0.38
H -1.06439 -1.51519 2.04667 0.32
H -2.01375 -1.29833 3.52496 0.17
H -3.88134 -2.25098 2.14739 0.08
H -4.35761 -0.40323 0.78281 0.37
H -2.71129 0.13985 0.94208 -0.38
H -4.09249 1.50707 2.27843 0.40
H -3.12818 0.58168 3.41552 0.34
H -4.07904 -0.88542 4.76980 0.26
H -5.15712 -1.90065 3.77757 0.16
H -5.84018 -0.78845 4.96690 0.29
```

Entry 3:
Computed, not measured: C14H34AgClN2O6 as an isolated structure, with ωB97M-V/def2-TZVPD.

Output
- calculated total energy (eV) = -46856.75766
- charge = 0
- LUMO level (eV) = 0.6465
- spin multiplicity = 1
- energy relative to the best compared isomer or geometry (same formula, charge and spin) (kcal/mol) = 0.0
- frontier orbital gap (hartree) = 0.330

Structure (XYZ):
```
58
Properties=species:S:1:pos:R:3:mulliken_charge:R:1
Ag 8.53089 -7.78488 -16.14880 0.85
Cl 10.79514 -6.42955 -16.75137 -0.69
C 6.19342 -6.89784 -13.56992 -1.30
O 7.48622 -7.34503 -13.88341 0.65
C 8.30297 -7.52389 -12.74244 -0.74
C 9.75313 -7.54427 -13.20555 -0.57
O 10.06197 -8.66742 -14.00708 -0.15
C 10.08944 -9.89747 -13.32931 -0.82
H 6.20891 -5.90093 -13.11446 0.37
H 5.67968 -7.58460 -12.88064 0.33
H 5.61287 -6.87040 -14.49043 0.23
H 8.03884 -8.48894 -12.29059 0.35
H 8.16095 -6.73099 -12.00231 0.43
H 10.41591 -7.47180 -12.33431 0.42
H 9.90062 -6.69359 -13.87668 0.07
H 10.42203 -10.64993 -14.04501 0.20
H 9.09542 -10.21124 -12.98927 0.27
H 10.79271 -9.87622 -12.48949 0.34
C 6.21022 -9.93661 -15.67827 -0.79
O 6.32084 -8.70578 -16.35672 0.09
C 5.97520 -8.77818 -17.73191 -0.63
C 6.11791 -7.41608 -18.34942 -0.56
O 7.47168 -7.03061 -18.24296 -0.09
C 7.82562 -5.94850 -19.06845 -0.97
H 6.77707 -9.85318 -14.75044 0.09
H 6.67320 -10.74204 -16.25780 0.28
H 5.16830 -10.16750 -15.43492 0.29
H 4.96261 -9.16890 -17.87928 0.37
H 6.68909 -9.43926 -18.24536 0.27
H 5.48550 -6.67142 -17.84606 0.28
H 5.81083 -7.48437 -19.40046 0.47
H 8.89904 -5.79646 -18.96333 0.24
H 7.31348 -5.02526 -18.77373 0.33
H 7.60489 -6.16451 -20.12122 0.34
C 10.64939 -11.73603 -17.79471 -1.20
C 10.44822 -10.35053 -17.25199 0.56
O 9.33254 -10.00273 -16.84024 -0.43
N 11.46302 -9.47762 -17.29845 0.25
C 12.84574 -9.75772 -17.62178 -1.08
H 10.11224 -11.82686 -18.73700 0.26
H 10.16369 -12.42981 -17.10410 0.30
H 11.68747 -12.03144 -17.89503 0.42
H 11.22919 -8.53867 -16.95917 -0.17
H 13.46304 -8.96017 -17.20968 0.33
H 13.02463 -9.76630 -18.69945 0.33
H 13.20426 -10.68187 -17.17125 0.33
C 7.59215 -4.62057 -15.85402 -0.02
C 8.22734 -4.00283 -14.62025 0.46
O 7.58043 -3.41082 -13.76416 -0.72
N 9.57226 -4.14654 -14.56042 -0.05
C 10.33125 -3.57274 -13.46398 -0.99
H 8.34915 -5.22520 -16.34291 -0.25
H 7.23600 -3.81580 -16.49791 0.39
H 6.73656 -5.21418 -15.54529 0.01
H 10.06005 -4.70243 -15.25686 0.04
H 9.91004 -2.60076 -13.22109 0.30
H 11.36802 -3.46517 -13.76851 0.38
H 10.27290 -4.21414 -12.58170 0.26
```